1.
The following is a quantum chemistry calculation of a 4-piece molecular cluster, C15H17F4N2O11S overall in a non-equilibrium geometry, from the Open Molecules 2025 dataset.

XYZ file:
```
50
Properties=species:S:1:pos:R:3:lowdin_charge:R:1
S -0.305 1.068 2.644 0.815
F 0.770 -1.153 1.568 0.131
F -0.745 4.121 2.487 0.136
F 2.027 0.676 1.336 0.115
F 1.852 -0.273 3.345 0.145
O 5.016 -2.973 2.087 0.064
O -3.593 -0.263 -0.673 0.029
O -3.151 -2.349 -1.418 0.168
O 0.039 0.510 -3.850 -0.003
O 4.332 -4.651 3.418 0.070
O -1.282 0.926 -5.636 0.178
O 5.655 -5.094 1.643 0.179
O 0.436 -0.524 -5.804 0.084
O -4.517 -2.037 0.350 0.079
O -1.506 0.288 2.880 -0.222
O 0.084 1.788 3.837 -0.209
N -1.253 4.284 -2.418 0.155
N -0.590 2.065 1.262 -0.071
C -0.883 2.063 -1.255 0.080
C -0.772 3.459 1.307 -0.176
C -1.011 4.247 0.103 0.114
C 4.034 -2.429 2.958 -0.150
C 1.179 -0.008 2.189 -0.532
C -0.667 1.395 0.005 -0.008
C 3.971 -3.439 4.070 -0.125
C 1.018 -0.495 -3.588 -0.128
C -1.058 3.562 -1.229 -0.178
C 1.549 -0.807 -4.959 -0.114
C -0.359 0.357 -5.149 -0.550
C -4.564 0.250 0.237 -0.129
C -4.790 -0.906 1.172 -0.119
C 5.060 -4.318 2.317 -0.549
C -3.702 -1.623 -0.652 -0.556
H -0.553 4.060 -3.132 0.136
H 3.089 -2.345 2.415 0.110
H 1.790 -0.120 -2.915 0.133
H 4.694 -3.234 4.863 0.139
H -0.548 0.275 -0.035 0.152
H 1.859 -1.847 -5.059 0.143
H 4.331 -1.441 3.308 0.132
H 2.976 -3.516 4.509 0.135
H -5.464 0.520 -0.322 0.139
H 2.383 -0.160 -5.243 0.139
H -1.186 5.277 -2.154 0.119
H -4.094 -0.905 2.015 0.126
H 0.528 -1.354 -3.122 0.139
H -5.810 -0.940 1.554 0.141
H -1.149 5.355 0.224 0.147
H -4.188 1.135 0.751 0.125
H -0.929 1.521 -2.241 0.124
```

Output
orbital gap	7.5	eV
charge	+1
lowest unoccupied orbital energy	-0.1951	Ha
spin multiplicity	1

2.
The following is a quantum chemistry calculation of C15H17FeNO4S2 as an isolated structure in a non-equilibrium geometry, from the Open Molecules 2025 dataset.

XYZ file:
```
40
Properties=species:S:1:pos:R:3:lowdin_charge:R:1
Fe -2.295 0.215 -1.724 0.201
S 0.432 1.226 4.097 0.684
S 1.966 1.499 1.663 0.815
O -1.759 -1.964 0.093 0.127
O -0.649 1.707 -3.877 -0.100
O -2.660 -1.603 -3.934 0.156
O -5.111 -0.030 -1.145 0.122
N 1.356 -0.847 2.722 -0.194
C -1.914 2.295 -0.456 -0.098
C 0.663 2.093 -4.340 -0.032
C 1.228 0.520 2.813 -1.255
C -0.269 0.644 -1.645 -0.181
C 2.101 -2.981 2.014 -0.148
C -4.009 0.275 -1.340 -0.153
C -2.013 -1.103 -0.651 -0.151
C 1.292 -1.654 3.934 -0.190
C -0.926 1.544 -2.562 -0.372
C 0.366 1.423 -0.516 -0.303
C -2.463 -0.761 -3.158 -0.100
C 1.595 -3.087 3.456 -0.153
C -0.684 2.175 0.176 -0.082
C -2.046 2.197 -1.910 -0.137
C 2.041 -1.493 1.608 -0.181
H 1.164 2.079 -0.921 0.117
H 3.120 -3.362 1.913 0.107
H 0.668 3.194 -4.412 0.095
H 2.335 -3.546 4.116 0.107
H 0.310 -1.539 4.416 0.101
H 0.350 -0.185 -2.004 0.123
H 2.058 -1.335 4.666 0.123
H 1.482 1.747 -3.682 0.095
H 0.739 1.649 -5.339 0.092
H -2.748 2.790 -2.495 0.134
H -2.817 2.577 0.118 0.120
H 1.458 -3.547 1.336 0.107
H 0.880 0.708 0.185 -0.002
H 0.679 -3.676 3.510 0.107
H -0.458 2.581 1.170 0.082
H 1.490 -1.360 0.659 0.110
H 3.047 -1.064 1.446 0.105
```

Output
orbital gap (spin up / spin down)	5.8 / 6.0	eV
⟨S²⟩	6.146
lowest unoccupied orbital energy (spin up / spin down)	0.0162 / -0.0896	Ha
spin multiplicity	5

3.
The following is a quantum chemistry calculation of an isolated ion of composition C15H17IN2O2 and charge +2 in a non-equilibrium geometry, from the Open Molecules 2025 dataset.

XYZ file:
```
37
Properties=species:S:1:pos:R:3:lowdin_charge:R:1
I -3.360 -5.340 -1.751 0.862
O -5.241 -5.534 0.528 -0.016
O 2.934 3.264 0.634 -0.051
N 1.827 2.500 0.424 -0.122
N -4.304 -2.176 -0.322 -0.095
C -0.635 0.725 0.050 -0.072
C -2.441 -0.718 -1.530 0.078
C 0.274 1.093 -1.188 0.088
C 1.037 2.186 1.591 0.109
C -2.626 -0.729 1.123 0.070
C -3.820 -1.695 0.965 0.068
C -1.884 -0.227 -0.167 -0.079
C -5.452 -3.150 -0.295 -0.087
C 1.516 2.014 -0.911 0.111
C 4.050 2.323 0.835 -0.165
C -3.664 -1.698 -1.524 0.034
C 5.037 2.188 -0.425 -0.216
C -0.249 1.288 1.471 0.083
C -4.870 -4.675 -0.307 -0.709
C 6.246 1.189 0.004 -0.104
H -1.943 -0.371 -2.509 0.124
H 4.711 2.588 1.745 0.155
H 5.799 0.365 0.667 0.081
H -4.362 -2.058 1.915 0.162
H 0.042 0.680 -2.239 0.123
H 6.769 0.789 -0.933 0.094
H -2.333 -0.425 2.182 0.113
H 4.435 1.642 -1.252 0.100
H -6.167 -3.042 -1.177 0.160
H 1.298 2.545 2.656 0.173
H -0.843 1.046 2.423 0.116
H 5.458 3.178 -0.809 0.127
H 3.650 1.264 1.051 0.139
H 6.974 1.793 0.667 0.095
H 2.178 2.274 -1.804 0.156
H -4.076 -2.105 -2.514 0.141
H -5.965 -2.990 0.725 0.154
```

Output
orbital gap	6.4	eV
charge	+2
lowest unoccupied orbital energy	-0.3203	Ha
spin multiplicity	1